Entry 1:
The following is a quantum chemistry calculation of a molecular structure, C29H19GaNO5S, from OMol25.

Structure (XYZ):
```
56
Properties=species:S:1:pos:R:3:mulliken_charge:R:1
N -0.71431 -3.62021 3.51406 -0.656
C -1.37121 -3.22053 2.64919 0.685
O -2.24790 -2.61307 1.92309 -0.522
Ga -3.63704 -1.79694 3.00920 0.440
S -5.30422 -3.38517 3.21344 -0.507
H -4.11034 -0.43758 2.33212 -0.226
H -3.03369 -1.57651 4.48344 -0.229
H -4.69399 -4.61228 3.20902 0.067
C -2.25133 -1.28121 -1.68473 -0.644
C -1.33290 -0.71722 -0.80511 -0.283
C -1.32353 0.65282 -0.59428 -0.794
C -2.22477 1.46696 -1.27206 0.285
C -3.13159 0.90241 -2.17355 0.257
C -3.14810 -0.47473 -2.36790 -0.555
C -4.06807 1.75914 -2.94099 0.599
O -4.86129 1.27194 -3.72414 -0.681
C -4.01384 3.23202 -2.74226 0.136
C -4.84531 4.05597 -3.49435 -0.553
C -4.81290 5.42918 -3.30863 -0.444
C -3.95545 5.98553 -2.36373 -0.449
C -3.12150 5.16909 -1.61612 -0.530
C -3.14127 3.79155 -1.80933 0.175
C -2.21644 2.92982 -1.02525 0.498
O -1.46592 3.41972 -0.20417 -0.676
H -2.26335 -2.35288 -1.83980 0.397
H -0.62685 -1.34846 -0.28051 0.504
H -0.61171 1.08752 0.09600 0.587
H -3.85819 -0.91683 -3.05504 0.454
H -5.51566 3.62558 -4.22766 0.458
H -5.45787 6.06917 -3.89893 0.388
H -3.93593 7.05851 -2.21420 0.390
H -2.45203 5.60400 -0.88477 0.462
C 3.50367 -5.14187 1.31339 -0.422
C 2.43064 -4.62767 2.03619 -0.559
C 2.26458 -3.25720 2.15483 -0.792
C 3.17885 -2.39260 1.55924 0.129
C 4.27004 -2.90926 0.85311 0.358
C 4.42194 -4.28580 0.72389 -0.607
C 5.28095 -2.00405 0.25231 0.538
O 6.22948 -2.45120 -0.36606 -0.692
C 5.11817 -0.53676 0.42654 0.216
C 6.08525 0.32533 -0.08153 -0.566
C 5.93703 1.69586 0.06307 -0.437
C 4.81694 2.21270 0.70832 -0.502
C 3.85373 1.35792 1.22082 -0.558
C 4.00571 -0.01868 1.09003 0.181
C 2.98161 -0.92536 1.67526 0.539
O 2.00813 -0.47101 2.23923 -0.668
H 3.62606 -6.21403 1.21482 0.391
H 1.72007 -5.29600 2.50715 0.509
H 1.42413 -2.86592 2.71560 0.716
H 5.25825 -4.68917 0.16689 0.454
H 6.95577 -0.07360 -0.58694 0.460
H 6.69370 2.36499 -0.32903 0.385
H 4.69843 3.28435 0.81445 0.401
H 2.98540 1.76173 1.72634 0.494
```

## Properties
strongest force on any atom	0.055	hartree/bohr
net charge	-1
HOMO	-5.085	eV
orbital gap	5.99	eV
calculated total energy	-3870.57779	hartree


Entry 2:
The following is a quantum chemistry calculation of a molecular structure, C29H20BF4I2N3O3V, from OMol25.

Structure (XYZ):
```
63
Properties=species:S:1:pos:R:3:mulliken_spin:R:1
V -0.36361 -0.31849 0.26764 1.447
O 0.97185 3.51035 -0.52239 -0.042
C 0.68161 2.29619 -0.50969 -0.052
N -0.05510 1.65426 0.39868 -0.004
C -0.57263 2.34914 1.54107 0.002
C -0.55570 1.42192 2.72994 0.014
C -0.43196 1.90602 4.03117 -0.005
C -0.40079 1.01227 5.08148 0.001
C -0.48360 -0.34761 4.81541 -0.001
C -0.58283 -0.74828 3.49611 0.009
N -0.61861 0.11298 2.48448 -0.004
C 1.15285 1.34233 -1.54971 -0.059
C 2.04187 1.74284 -2.53763 0.048
C 2.48077 0.83295 -3.47715 -0.084
C 1.99422 -0.47814 -3.39753 -0.007
C 1.12678 -0.81539 -2.38836 0.002
N 0.71127 0.05607 -1.44636 -0.158
H -1.61213 2.67337 1.38098 0.002
H 0.00377 3.25631 1.74833 -0.002
H -0.35376 2.97328 4.19377 -0.001
H -0.29834 1.36670 6.10082 0.000
H -0.45453 -1.08456 5.60638 0.000
H -0.62371 -1.79511 3.21846 -0.002
H 2.34694 2.78112 -2.53145 0.001
H 3.16765 1.12294 -4.26238 -0.016
H 2.27006 -1.23076 -4.12442 -0.004
H 0.71059 -1.81163 -2.31306 -0.016
I -0.83498 -3.12986 0.15475 -0.008
C 1.09404 -3.57894 0.82726 -0.005
C 1.46059 -4.89144 0.93331 -0.003
C 2.75386 -5.22065 1.38938 0.000
C 3.62590 -4.22708 1.72925 -0.005
C 3.25730 -2.86207 1.62513 0.005
C 4.16747 -1.84189 1.98710 -0.012
C 3.78851 -0.53303 1.87664 0.013
C 2.50575 -0.19390 1.39937 0.006
C 1.55359 -1.12543 1.01757 -0.028
C 1.95992 -2.49577 1.15233 -0.052
H 0.76414 -5.67639 0.66718 0.000
H 3.04421 -6.26180 1.46691 0.000
H 4.62360 -4.46553 2.08474 0.000
H 5.15546 -2.11894 2.34086 -0.002
H 4.48328 0.25698 2.14575 0.002
H 2.26732 0.86319 1.31069 -0.004
F -2.27210 -3.07314 -4.48594 0.000
B -2.49728 -1.77166 -3.98655 0.002
F -1.85852 -1.64050 -2.72333 0.001
F -1.94950 -0.81775 -4.87300 0.000
F -3.87817 -1.54906 -3.84183 0.000
I -3.27220 4.80579 -4.63681 0.000
C -3.25393 3.47852 -3.01227 0.000
C -2.63908 2.24508 -3.14472 0.009
C -2.62535 1.38269 -2.05587 0.015
C -3.23772 1.74275 -0.86247 0.006
C -3.86783 2.97737 -0.76028 0.001
C -3.87207 3.85999 -1.82995 0.000
C -3.23905 0.80452 0.33201 -0.009
O -4.01896 1.02665 1.25827 0.003
O -2.38346 -0.14483 0.28619 0.013
H -2.18234 1.93092 -4.07374 0.001
H -2.16727 0.40736 -2.15514 -0.017
H -4.35470 3.23063 0.17316 0.000
H -4.35336 4.82613 -1.75052 0.000
```

## Properties
strongest force on any atom	0.015	hartree/bohr
net charge	-2
spin multiplicity	2
⟨S²⟩	1.20
HOMO (alpha / beta)	-1.569 / 0.402	eV
orbital gap (alpha / beta)	5.37 / 3.40	eV
calculated total energy	-3471.21082	hartree


Entry 3:
The following is a quantum chemistry calculation of a molecular structure, C29H20Br3FeN4O3S2, from OMol25.

Structure (XYZ):
```
62
Properties=species:S:1:pos:R:3:mulliken_spin:R:1
Fe 0.59140 0.28200 -0.35342 3.786
Br 0.39957 -4.60022 1.43899 0.000
C 0.08239 -3.01887 2.43810 0.005
C -0.41739 -3.12740 3.73956 0.000
C -0.64017 -2.00949 4.49923 0.000
Br -1.29012 -2.23630 6.28599 0.000
C -0.37002 -0.71557 3.98881 -0.002
C -0.57246 0.50324 4.67923 -0.006
C -0.27208 1.68939 4.07254 0.008
C 0.24308 1.67849 2.76396 0.000
N 0.43006 0.57299 2.09251 0.028
C 0.13717 -0.61810 2.66760 0.003
C 0.35979 -1.78692 1.81700 -0.009
O 0.79423 -1.64588 0.64033 0.045
H -0.63059 -4.10555 4.14681 0.000
H -0.96728 0.47887 5.68597 0.000
H -0.44027 2.63388 4.57831 0.000
H 0.50234 2.60645 2.25086 -0.003
C 1.02226 2.21413 -2.75604 0.003
N 0.67961 2.59349 -1.38016 0.040
C -0.50751 3.43896 -1.37366 0.024
C 1.82579 3.25943 -0.74906 -0.029
C 2.86584 2.31809 -0.14101 -0.067
C 4.11945 2.83749 0.20091 0.006
C 5.07069 2.02738 0.81296 0.001
C 4.76041 0.68849 1.06651 0.000
C 3.50857 0.18941 0.70941 -0.021
C 2.52293 0.99647 0.11409 0.154
H 1.21997 3.10895 -3.37200 0.002
H 0.20299 1.64907 -3.20024 -0.006
H 1.90314 1.57380 -2.75468 0.001
H -0.34975 4.37196 -1.94228 0.000
H -0.78066 3.69427 -0.34646 -0.001
H -1.34264 2.89785 -1.82072 -0.001
H 1.45665 3.91981 0.03992 0.000
H 2.30776 3.90342 -1.49723 -0.001
H 4.35562 3.88002 -0.02092 0.001
H 6.04357 2.43041 1.08162 0.000
H 5.49705 0.04476 1.54595 -0.001
H 3.27837 -0.85685 0.91731 0.008
S -2.30181 0.82228 -3.01017 0.424
C -3.48338 0.79342 -1.83947 0.046
C -4.86641 0.71562 -2.31424 -0.004
N -5.94509 0.65208 -2.71176 0.011
C -3.26163 0.89757 -0.44374 0.097
S -1.79065 0.96785 0.36245 0.369
C -4.41726 1.03901 0.42970 -0.016
N -5.31902 1.16162 1.13383 0.025
Br -3.44442 -3.24182 0.23642 0.001
C -2.32194 -3.43183 -1.28893 0.009
C -2.50452 -4.51819 -2.12802 0.001
C -1.67394 -4.64313 -3.23808 -0.001
C -0.68208 -3.69961 -3.48399 -0.004
C -0.51073 -2.61433 -2.63473 0.018
C -1.34836 -2.48053 -1.52862 -0.035
C 0.59704 -1.60147 -2.95160 0.008
O 1.24003 -1.78873 -3.98717 0.010
O 0.77234 -0.63249 -2.13452 0.083
H -3.27355 -5.24956 -1.91342 0.000
H -1.81037 -5.48192 -3.91351 0.000
H -0.01956 -3.78427 -4.33804 0.000
H -1.23446 -1.64339 -0.86899 -0.013
```

## Properties
strongest force on any atom	0.012	hartree/bohr
net charge	-2
spin multiplicity	6
⟨S²⟩	8.80
HOMO (alpha / beta)	-2.307 / -2.257	eV
orbital gap (alpha / beta)	6.17 / 5.31	eV
calculated total energy	-11344.09524	hartree


What is the net charge in the second record? -2


What is the strongest force on any atom in the third record? 0.012 hartree/bohr


What is the calculated total energy in the second record? -3471.21082 hartree